No. 1
C12H13N4S5W as an isolated structure at a distorted geometry. Source: the OMol25 dataset; level of theory: ωB97M-V/def2-TZVPD.

Output
- total energy (eV) = -74601.168
- expectation value of S² = 3.80
- strongest force on any atom (eV/A) = 2.16
- multiplicity = 4
- charge = +2
- energy above the lowest of the compared OMol25 structures with the same formula, charge and spin (kcal/mol) = 4.9
- orbital gap (alpha / beta) (eV) = 7.00 / 5.72
- highest occupied orbital energy (alpha / beta) (eV) = -14.20 / -14.22

Last column: Löwdin charge in e.
Element x y z (Å)
W 11.0668 9.9953 6.4338  0.905
C 16.2345 12.0069 7.0633  -0.377
S 14.9349 12.9503 6.2328  0.955
C 13.4720 12.0046 6.3238  -1.001
S 13.4450 10.3538 6.9204  0.611
N 12.4293 12.6550 5.8965  -0.066
N 11.2862 11.9585 5.8386  -0.224
C 10.2519 12.5581 5.4009  -0.008
C 8.9604 11.8802 5.4590  -0.244
C 7.7677 12.4646 5.1181  0.027
C 6.5854 11.7733 5.2608  0.003
C 6.5967 10.4302 5.5921  0.016
C 7.8445 9.9189 5.9455  -0.082
N 8.9767 10.6052 5.8754  -0.057
H 17.1734 12.3181 6.5978  0.055
H 16.1968 10.9495 6.8633  0.010
H 16.2079 12.1190 8.1270  0.042
H 10.3076 13.5863 5.0642  0.159
H 7.7412 13.4991 4.9012  0.127
H 5.6384 12.2968 5.1018  0.142
H 5.6942 9.8470 5.6932  0.131
H 7.8655 8.8944 6.2497  0.120
S 11.5655 9.1489 4.0687  0.686
C 12.2232 7.9487 5.0681  -1.067
N 13.3913 7.4005 5.0373  -0.004
C 13.7509 6.4566 6.0649  -0.174
C 12.8815 6.8652 7.2253  -0.383
S 11.2969 7.4416 6.5425  0.916
H 14.0300 7.5699 4.2825  0.177
H 14.8202 6.5715 6.2823  0.157
H 13.4832 5.4396 5.7540  0.147
H 13.3462 7.7297 7.7256  0.059
H 12.7355 5.9969 7.9210  0.127
S 10.1548 10.5226 9.7669  0.957
C 10.6243 10.3787 8.3608  -0.841

=====

No. 2
A 3-piece molecular cluster, C12H13NO overall at a distorted geometry. Source: the OMol25 dataset; level of theory: ωB97M-V/def2-TZVPD.

Output
- total energy (eV) = -16183.651
- strongest force on any atom (eV/A) = 7.45
- charge = 0
- energy above the lowest of the compared OMol25 structures with the same formula, charge and spin (kcal/mol) = 197.9
- orbital gap (eV) = 7.79
- highest occupied orbital energy (eV) = -7.93

Last column: Löwdin charge in e.
Element x y z (Å)
C 2.0248 -0.2452 0.8963  -0.253
C 1.7885 -0.0464 -0.6457  -0.471
C 0.4520 0.5560 -0.7272  -0.142
C 0.5836 1.9189 -0.4254  -0.054
C -0.6714 2.5624 -0.2472  -0.114
C -1.8754 1.9981 -0.0573  -0.116
C -2.0580 0.6451 -0.0910  -0.117
C -3.1730 -0.1851 0.3642  -0.052
C -3.1545 -1.5477 0.3701  -0.122
C -2.0237 -2.1998 -0.1487  -0.074
C -0.7892 -1.5947 -0.5969  -0.036
C -0.8114 -0.2219 -0.7360  -0.030
H 4.0796 -0.4672 2.2716  0.224
H 3.9640 0.1240 -0.1425  0.196
H 2.0081 0.5854 1.5266  0.072
H 1.3557 -1.0807 1.2376  0.128
H 2.4427 0.8653 -0.6986  0.111
H 2.5104 -1.6747 -0.9001  0.067
H 1.4000 2.7265 -0.2287  0.155
H -0.4204 3.6803 -0.0545  0.128
H -2.8545 2.5052 -0.0624  0.120
H -4.1450 0.5663 0.4145  0.157
H -3.9906 -2.1642 0.3122  0.083
H -2.2313 -3.2360 0.0219  0.083
H 0.1694 -2.1668 -1.0571  0.161
N 3.4995 -0.7394 0.8308  -0.121
O 1.9201 -1.1637 -1.4264  0.016

=====

No. 3
A 2-piece molecular cluster, C12H13NOSi overall at a distorted geometry. Source: the OMol25 dataset; level of theory: ωB97M-V/def2-TZVPD.

Output
- total energy (eV) = -24066.673
- strongest force on any atom (eV/A) = 3.33
- charge = 0
- energy above the lowest of the compared OMol25 structures with the same formula, charge and spin (kcal/mol) = 0.0
- orbital gap (eV) = 9.28
- highest occupied orbital energy (eV) = -8.79

Last column: Löwdin charge in e.
Element x y z (Å)
C -2.6881 -3.0794 -0.7880  -0.074
C -2.7344 -2.6197 0.5203  -0.090
C -1.8980 -2.4068 -1.7118  -0.077
C -2.1967 -1.4176 0.9002  -0.114
C -1.3414 -1.2210 -1.3107  -0.120
C -1.5866 -0.6328 -0.0669  -0.322
C 1.0905 1.0512 -0.1946  -0.440
C 1.9482 0.0016 0.5398  -0.107
C 3.2802 2.3717 -0.0038  -0.211
C 3.7904 3.1677 2.6427  0.017
C 1.7545 2.4410 -0.1084  -0.181
C 3.2336 0.2305 0.6621  -0.209
N 3.9136 1.3352 0.3223  0.034
O 4.1704 2.3963 3.3845  0.045
Si -0.6770 0.9462 0.4960  0.734
H -3.2098 -3.9901 -0.9330  0.093
H -3.2989 -3.3407 1.0034  0.080
H -1.9206 -2.5138 -2.7529  0.089
H -2.2065 -1.0459 1.9092  0.088
H -0.8071 -0.6337 -2.0566  0.098
H 1.0769 0.5667 -1.2880  0.144
H 1.5917 -0.9449 0.7230  0.075
H 3.9492 3.2584 -0.1229  0.112
H 1.3291 3.1840 -0.9160  0.144
H 1.2725 2.7584 0.9318  0.117
H 3.7849 -0.4375 1.3028  0.105
H -0.6661 1.2646 1.9857  -0.001
H -1.4502 1.8277 -0.3815  -0.027

=====

No. 4
C12H13NPPb as an isolated structure at a distorted geometry. Source: the OMol25 dataset; level of theory: ωB97M-V/def2-TZVPD.

Output
- total energy (eV) = -28671.159
- strongest force on any atom (eV/A) = 4.43
- charge = +1
- orbital gap (alpha / beta) (eV) = 4.95 / 4.97
- highest occupied orbital energy (alpha / beta) (eV) = -9.95 / -9.96

Last column: Löwdin charge in e.
Element x y z (Å)
C -3.9718 -2.7669 0.2593  -0.258
C -4.3435 -2.0521 -0.9133  -0.159
C -4.5183 -0.6815 -0.5646  -0.157
C -4.3251 -0.5661 0.8484  -0.197
C -3.9759 -1.8503 1.3650  -0.274
Pb -1.0456 -1.4736 0.2882  1.172
P 0.4357 -3.3084 -1.0049  0.580
H -3.8826 -3.8465 0.3396  0.080
H -4.4108 -2.4748 -1.9300  0.094
H -4.6790 0.1457 -1.2556  0.088
H -3.8314 -2.1008 2.4090  0.077
H -4.3567 0.3621 1.4272  0.088
H 1.3821 -2.7776 -1.9492  -0.088
H -0.0284 -4.5104 -1.6684  -0.066
H 1.3150 -3.8396 0.0085  -0.086
N -0.0003 0.5302 -0.2412  -0.038
C 1.0279 1.0991 -0.0947  -0.099
C 2.2144 1.8270 0.0623  -0.238
C 2.9438 2.2435 -1.0613  -0.002
C 4.0892 3.0489 -0.8976  -0.041
C 4.5166 3.4333 0.3735  -0.040
C 3.8132 2.9778 1.4869  -0.046
C 2.6713 2.1760 1.3417  -0.007
H 2.6207 1.9332 -2.0516  0.125
H 4.6438 3.3598 -1.7763  0.116
H 5.4125 4.0655 0.4943  0.129
H 4.1545 3.2360 2.4893  0.119
H 2.1286 1.8104 2.2157  0.126

=====

No. 5
C12H13NPV as an isolated structure at a distorted geometry. Source: the OMol25 dataset; level of theory: ωB97M-V/def2-TZVPD.

Output
- total energy (eV) = -49114.136
- expectation value of S² = 2.22
- strongest force on any atom (eV/A) = 2.63
- multiplicity = 3
- charge = 0
- orbital gap (alpha / beta) (eV) = 4.78 / 4.97
- highest occupied orbital energy (alpha / beta) (eV) = -5.81 / -5.79

Last column: Löwdin charge in e.
Element x y z (Å)
C -0.7239 0.4694 -3.7747  -0.212
C -1.4501 1.6960 -3.9349  -0.181
C -0.5285 2.7536 -3.6585  -0.195
C 0.7907 2.2446 -3.6115  -0.196
C 0.6786 0.8135 -3.5114  -0.259
V 1.1618 -1.4223 -1.4867  0.485
P 0.0300 -3.4208 -1.9853  0.620
H -1.1192 -0.5463 -3.8087  0.037
H -2.5026 1.7922 -4.1919  0.064
H -0.7973 3.8082 -3.5954  0.068
H 1.5088 0.0977 -3.3417  0.008
H 1.7088 2.8278 -3.5422  0.065
H 0.7498 -4.4083 -2.7553  -0.116
H -1.1936 -3.3198 -2.7390  -0.089
H -0.4078 -4.2245 -0.8704  -0.109
N 0.4652 -0.7092 0.1120  0.004
C 0.1953 -0.2304 1.1433  -0.074
C 0.1455 0.1040 2.5241  -0.218
C -1.0740 0.3311 3.2015  -0.021
C -1.0843 0.3049 4.5981  -0.072
C 0.1069 0.1026 5.3071  -0.075
C 1.3319 0.0159 4.6342  -0.073
C 1.3608 0.0636 3.2419  -0.029
H -1.9899 0.5008 2.6307  0.123
H -2.0293 0.4162 5.1339  0.110
H 0.0865 0.0197 6.3956  0.108
H 2.2670 -0.1125 5.1827  0.110
H 2.3128 0.0323 2.7027  0.120

=====

No. 6
A 2-piece molecular cluster, C12H13OP overall at a distorted geometry. Source: the OMol25 dataset; level of theory: ωB97M-V/def2-TZVPD.

Output
- total energy (eV) = -23983.820
- strongest force on any atom (eV/A) = 3.54
- charge = 0
- energy above the lowest of the compared OMol25 structures with the same formula, charge and spin (kcal/mol) = 139.5
- orbital gap (alpha / beta) (eV) = 7.21 / 7.30
- highest occupied orbital energy (alpha / beta) (eV) = -9.09 / -9.09

Last column: Löwdin charge in e.
Element x y z (Å)
C -3.6371 0.2872 -0.0547  -0.102
C -2.8867 0.1621 -1.2279  -0.091
C -3.1136 0.1814 1.2174  -0.094
C -1.5514 -0.0658 -1.0848  -0.085
C -1.7582 0.0262 1.3632  -0.114
C -0.9947 -0.1713 0.2166  -0.318
C 2.5968 -0.0859 -1.2636  -0.110
C 2.5234 1.1456 -0.4426  -0.106
C 1.5963 -0.9577 -1.0639  -0.402
C 1.5158 1.1992 0.4412  -0.414
C 1.5323 -2.4593 -1.3656  -0.083
C 1.2087 2.1208 1.5720  -0.100
O 1.4841 -2.2674 2.3934  -0.399
P 0.8185 -0.4544 0.5107  1.158
H -4.7276 0.3650 -0.1821  0.108
H -3.5139 0.0810 -2.2166  0.146
H -3.7080 0.4728 2.0757  0.109
H -0.8690 -0.3930 -1.8379  0.089
H -1.3255 0.0928 2.3846  0.122
H 3.3293 -0.0021 -2.0888  0.120
H 3.2706 1.9373 -0.5871  0.116
H 0.5865 -2.7313 -1.8378  0.072
H 1.8119 -2.9814 -0.4846  0.049
H 2.4019 -2.5614 -2.0713  0.090
H 1.9561 2.9471 1.7208  0.095
H 1.2205 1.5638 2.5137  0.077
H 0.2330 2.5488 1.4002  0.068

=====

No. 7
C12H14AgFIN2S as an isolated structure at a distorted geometry. Source: the OMol25 dataset; level of theory: ωB97M-V/def2-TZVPD.

Output
- total energy (eV) = -41284.801
- expectation value of S² = 0.78
- strongest force on any atom (eV/A) = 1.77
- multiplicity = 2
- charge = +2
- orbital gap (alpha / beta) (eV) = 7.09 / 5.38
- highest occupied orbital energy (alpha / beta) (eV) = -15.68 / -15.57

Last column: Löwdin charge in e.
Element x y z (Å)
C 4.7145 0.8033 0.1711  -0.140
C 3.9204 -0.4392 0.5805  -0.250
C 2.7814 -0.9184 -0.3563  -0.659
I 2.9901 -0.4037 -2.4249  1.089
C 1.4047 -0.5456 -0.0144  -0.204
C 0.3777 -1.5182 -0.1337  0.041
C -0.9529 -1.2556 0.1692  0.026
C -1.3883 0.0027 0.6035  -0.089
C -2.7967 0.3261 0.9966  -0.101
C -3.9044 -0.3858 0.2073  -0.143
C -4.0874 0.1775 -1.1759  -0.180
F -4.7587 -0.7800 -1.9957  -0.117
C -0.3867 1.0180 0.7337  -0.302
N -0.5973 2.2527 1.1462  -0.165
S 0.8318 2.9989 1.1144  1.178
N 1.7559 1.8063 0.6183  -0.163
C 0.9866 0.7467 0.4241  -0.295
H 4.1449 1.4963 -0.4297  0.025
H 5.0057 1.3379 1.0697  0.083
H 5.6383 0.5331 -0.3230  0.078
H 3.4580 -0.2430 1.5436  0.112
H 4.5871 -1.2818 0.7095  0.117
H 2.7938 -2.0023 -0.3523  0.083
H 0.6384 -2.5192 -0.4405  0.138
H -1.6667 -2.0609 0.1142  0.125
H -2.9289 0.1407 2.0588  0.156
H -2.9145 1.3971 0.8481  0.125
H -4.8343 -0.2046 0.7374  0.138
H -3.7729 -1.4605 0.1562  0.120
H -3.1073 0.4124 -1.6636  0.093
H -4.7107 1.0619 -1.1916  0.143
Ag -3.2214 -0.4928 -3.5008  0.939

=====

No. 8
C12H14BFeN8O as an isolated structure at a distorted geometry. Source: the OMol25 dataset; level of theory: ωB97M-V/def2-TZVPD.

Output
- total energy (eV) = -61687.968
- expectation value of S² = 0.76
- strongest force on any atom (eV/A) = 2.03
- multiplicity = 2
- charge = +2
- energy above the lowest of the compared OMol25 structures with the same formula, charge and spin (kcal/mol) = 0.3
- orbital gap (alpha / beta) (eV) = 9.09 / 4.58
- highest occupied orbital energy (alpha / beta) (eV) = -15.39 / -15.39

Last column: Löwdin charge in e.
Element x y z (Å)
Fe 0.2621 0.0183 0.1870  0.704
C -1.4789 3.2012 -1.6926  -0.005
C -1.1207 2.5551 -0.5196  -0.063
N -0.5412 1.3838 -0.8122  -0.038
N -0.5190 1.2583 -2.1582  0.036
C -1.0831 2.3450 -2.7050  -0.032
B 0.1381 -0.0015 -2.7796  -0.600
N -0.5234 -1.2536 -2.1460  0.036
C -1.0751 -2.3538 -2.6788  -0.032
C -1.4550 -3.2043 -1.6560  -0.005
C -1.0988 -2.5415 -0.4916  -0.065
N -0.5389 -1.3644 -0.7981  -0.037
N 1.6217 -0.0068 -2.3302  0.046
C 2.8419 -0.0337 -2.8980  -0.032
C 3.8042 -0.0312 -1.9108  -0.006
C 3.0892 -0.0045 -0.7208  -0.061
N 1.7798 0.0090 -0.9829  -0.040
N -0.1311 0.0003 -4.2821  0.083
C 0.6030 0.0476 -5.3831  0.074
C -0.2704 0.0391 -6.4912  0.147
C -1.5612 -0.0142 -5.9135  -0.039
N -1.4963 -0.0360 -4.6076  0.181
H -1.9650 4.1552 -1.7938  0.120
H -1.2454 2.8800 0.5009  0.127
H -1.1836 2.4440 -3.7728  0.127
H -1.1772 -2.4657 -3.7449  0.127
H -1.9274 -4.1664 -1.7450  0.120
H -1.2062 -2.8628 0.5325  0.128
H 2.9835 -0.0587 -3.9622  0.110
H 4.8720 -0.0484 -2.0373  0.121
H 3.4541 0.0035 0.2946  0.131
H 1.6772 0.0920 -5.3889  0.137
H 0.0048 0.0689 -7.5330  0.147
H -2.5181 -0.0359 -6.4114  0.146
O -0.9479 -0.0161 1.7930  -0.009
H -1.5197 -0.7600 2.0256  0.106
H -1.3003 0.7586 2.2517  0.111